Entry 1:
{"formula": "H50O25", "method": "ωB97M-V/def2-TZVPD", "elements": ["O", "H", "H", "O", "H", "H", "O", "H", "H", "O", "H", "H", "O", "H", "H", "O", "H", "H", "O", "H", "H", "O", "H", "H", "O", "H", "H", "O", "H", "H", "O", "H", "H", "O", "H", "H", "O", "H", "H", "O", "H", "H", "O", "H", "H", "O", "H", "H", "O", "H", "H", "O", "H", "H", "O", "H", "H", "O", "H", "H", "O", "H", "H", "O", "H", "H", "O", "H", "H", "O", "H", "H", "O", "H", "H"], "xyz": [[1.635, 2.875, 4.202], [2.091, 3.724, 4.132], [1.020, 3.069, 3.467], [3.174, 5.054, -1.551], [2.959, 4.340, -2.230], [3.868, 4.654, -1.046], [-3.129, 1.706, -3.594], [-2.657, 0.931, -3.200], [-4.033, 1.634, -3.247], [-0.189, 0.788, -2.543], [-0.577, 1.659, -2.626], [-0.475, 0.230, -3.348], [-1.692, -1.124, -3.693], [-1.474, -1.818, -4.351], [-1.753, -1.718, -2.874], [2.133, -5.218, 2.488], [2.097, -5.549, 3.404], [2.807, -4.496, 2.489], [-2.314, 1.410, 1.091], [-1.559, 0.971, 0.707], [-2.734, 0.841, 1.734], [-5.241, 3.080, -0.719], [-5.219, 4.051, -0.480], [-5.006, 2.585, 0.076], [-1.202, -2.663, 1.481], [-0.887, -3.612, 1.275], [-1.141, -2.045, 0.683], [-0.439, -0.452, -0.070], [-0.657, 0.078, -0.846], [0.453, -0.256, 0.311], [-0.037, -3.676, 4.700], [0.002, -4.307, 5.443], [-0.698, -4.104, 4.097], [-4.855, -0.015, -1.187], [-5.578, 0.651, -1.200], [-4.205, 0.317, -0.567], [2.943, -2.555, 1.694], [3.735, -2.002, 1.757], [2.372, -2.044, 2.296], [-0.196, 3.302, 1.893], [-1.048, 2.778, 1.862], [0.188, 3.217, 1.025], [1.738, 3.178, -3.161], [1.653, 2.239, -3.418], [0.836, 3.455, -3.145], [3.329, -1.812, -2.017], [4.199, -1.770, -1.612], [2.773, -1.640, -1.216], [-0.130, -5.187, 0.760], [0.610, -5.201, 1.375], [0.415, -5.338, -0.056], [4.571, -0.144, -0.001], [3.840, 0.057, 0.559], [5.306, 0.388, 0.217], [2.132, 0.502, 1.407], [2.196, 1.432, 1.099], [1.642, 0.468, 2.252], [-1.046, 3.220, -2.679], [-1.924, 2.823, -2.979], [-1.457, 3.927, -2.096], [1.630, 2.802, -0.323], [1.410, 2.404, -1.199], [2.017, 3.647, -0.537], [0.912, -1.471, 3.218], [0.795, -1.557, 4.160], [0.070, -1.905, 2.808], [-3.605, -1.842, 2.960], [-3.119, -2.436, 2.380], [-2.810, -1.299, 3.181], [2.884, 0.706, -4.062], [3.756, 1.110, -3.837], [2.850, -0.124, -3.548], [-2.991, -2.198, -1.287], [-3.109, -2.854, -0.605], [-3.859, -1.872, -1.533]], "atomic_forces_ev_per_a": [[-0.179, 0.894, -0.857], [0.509, -0.173, 0.644], [-0.441, -0.775, 0.067], [-0.944, -1.144, -1.296], [0.091, 1.193, 0.757], [0.831, -0.148, 0.500], [0.327, -0.738, 0.697], [-0.682, 0.483, -0.617], [0.335, 0.046, -0.017], [-0.119, -1.822, -1.318], [0.036, 0.490, 0.005], [0.488, 0.973, 1.826], [0.188, -2.398, 0.783], [-0.216, 0.878, 0.098], [-0.173, 1.412, -0.939], [0.592, 0.094, 0.663], [0.020, 0.299, -0.651], [-0.806, -0.283, -0.207], [-0.916, 1.261, 0.020], [0.497, -1.032, -0.024], [0.186, -0.461, 0.098], [-0.011, 1.338, 0.224], [-0.013, -1.810, -0.228], [0.103, 0.444, 0.029], [0.152, -0.592, -0.679], [-0.315, 1.875, -0.389], [0.317, -1.169, 1.090], [0.111, -0.301, 1.383], [0.893, 0.074, -0.701], [-0.646, 0.207, -0.739], [-0.947, -1.305, -0.136], [0.005, 0.522, -0.360], [0.848, 0.702, 0.645], [-0.946, 0.532, -0.364], [0.728, -0.633, 0.024], [0.317, 0.152, 0.258], [0.591, 0.476, 0.409], [0.211, -0.347, -0.471], [-0.691, -0.391, -0.022], [-1.572, -0.599, 0.900], [1.247, 0.749, -0.064], [0.467, -0.187, -0.780], [0.869, -0.856, -0.138], [0.625, 0.120, -0.094], [-1.218, 0.690, -0.008], [-0.930, 0.180, 0.959], [0.303, 0.149, -0.072], [0.437, -0.237, -1.034], [0.874, -0.297, -1.478], [0.405, 0.063, 1.055], [-1.218, 0.311, 0.661], [0.076, -1.504, -1.402], [-1.065, 0.505, 1.008], [1.010, 0.966, 0.570], [-0.129, 0.310, -0.154], [-0.451, -0.443, 0.299], [0.373, 0.138, -0.364], [-2.741, 1.670, 0.882], [0.847, 0.153, -0.344], [1.303, -0.999, -0.692], [-0.672, -1.214, -0.144], [0.337, 0.476, 0.744], [0.307, 0.795, -0.329], [-1.898, -0.348, -1.445], [-0.066, -0.246, 0.480], [1.904, 0.822, 0.659], [1.351, 0.925, 0.220], [-0.125, -0.599, -0.489], [-1.083, -0.251, 0.261], [0.860, 0.159, 0.467], [-1.066, -0.598, -0.241], [0.174, 0.309, -0.054], [0.647, 0.134, -0.407], [-0.120, -0.244, 0.286], [-0.394, 0.176, 0.080]], "gap_ev": 10.8, "de_lowest_kj_mol": 213.8}

***

Entry 2:
{"formula": "H56O28", "method": "ωB97M-V/def2-TZVPD", "elements": ["O", "H", "H", "O", "H", "H", "O", "H", "H", "O", "H", "H", "O", "H", "H", "O", "H", "H", "O", "H", "H", "O", "H", "H", "O", "H", "H", "O", "H", "H", "O", "H", "H", "O", "H", "H", "O", "H", "H", "O", "H", "H", "O", "H", "H", "O", "H", "H", "O", "H", "H", "O", "H", "H", "O", "H", "H", "O", "H", "H", "O", "H", "H", "O", "H", "H", "O", "H", "H", "O", "H", "H", "O", "H", "H", "O", "H", "H", "O", "H", "H", "O", "H", "H"], "xyz": [[6.412, 6.105, 8.068], [6.116, 5.696, 8.881], [5.761, 6.784, 7.889], [10.243, 12.522, 14.009], [11.032, 12.376, 14.531], [9.576, 11.975, 14.423], [5.380, 12.573, 13.815], [5.497, 11.936, 13.110], [5.178, 12.043, 14.586], [10.635, 9.353, 9.533], [10.512, 9.835, 8.715], [11.026, 9.991, 10.130], [8.829, 2.322, 14.461], [9.268, 2.259, 13.613], [9.403, 2.878, 14.988], [8.650, 10.555, 14.676], [8.807, 9.799, 14.111], [7.969, 10.264, 15.282], [4.620, 10.006, 12.501], [3.853, 10.150, 13.055], [5.153, 9.378, 12.989], [12.039, 6.904, 13.543], [12.518, 7.729, 13.467], [11.707, 6.902, 14.441], [5.545, 8.046, 14.166], [5.420, 7.098, 14.116], [6.332, 8.156, 14.699], [5.345, 10.363, 9.776], [5.018, 10.219, 10.664], [5.351, 9.492, 9.379], [8.513, 7.642, 10.808], [9.200, 8.183, 10.421], [8.344, 6.963, 10.155], [11.874, 9.491, 16.774], [11.645, 8.616, 16.462], [11.078, 10.007, 16.647], [7.144, 13.468, 10.813], [7.198, 12.726, 11.414], [6.887, 13.081, 9.976], [7.734, 11.023, 11.898], [8.103, 10.976, 12.780], [7.929, 10.170, 11.511], [4.489, 7.695, 10.187], [4.815, 6.822, 10.402], [4.896, 8.270, 10.835], [10.600, 6.959, 16.126], [9.698, 7.140, 15.862], [10.573, 6.071, 16.481], [11.068, 6.553, 8.959], [10.775, 7.451, 9.115], [11.939, 6.648, 8.574], [10.922, 5.243, 11.593], [11.224, 5.741, 12.352], [10.911, 5.879, 10.878], [10.671, 2.606, 12.541], [10.853, 3.494, 12.233], [11.076, 2.037, 11.886], [7.547, 6.589, 16.646], [7.839, 6.019, 17.357], [7.815, 6.134, 15.847], [8.555, 8.268, 13.476], [8.784, 7.424, 13.867], [8.211, 8.046, 12.611], [8.188, 5.326, 14.117], [8.501, 5.143, 13.231], [7.235, 5.256, 14.054], [11.367, 4.291, 16.776], [12.079, 4.812, 17.146], [11.781, 3.778, 16.081], [5.144, 5.427, 14.380], [4.350, 5.411, 13.845], [5.202, 4.546, 14.749], [7.205, 9.202, 16.736], [7.409, 8.278, 16.885], [7.736, 9.672, 17.378], [4.620, 10.813, 16.313], [5.486, 10.425, 16.435], [4.199, 10.736, 17.169], [7.938, 3.982, 11.607], [7.823, 3.044, 11.760], [8.696, 4.039, 11.025], [5.671, 5.361, 10.657], [5.157, 4.562, 10.537], [6.377, 5.105, 11.250]], "atomic_forces_ev_per_a": [[0.457, -0.082, -0.516], [-0.056, -0.008, 0.363], [-0.168, 0.262, 0.014], [0.630, 0.621, -0.394], [0.204, 0.045, 0.083], [-0.418, -0.341, 0.159], [0.131, 0.451, 0.120], [0.000, -0.273, -0.356], [-0.194, -0.142, 0.337], [-0.074, -0.353, 0.006], [-0.212, 0.178, -0.298], [0.099, 0.200, 0.356], [-0.848, -0.311, 0.544], [0.525, 0.050, -0.266], [0.054, 0.147, 0.047], [0.112, 0.874, 0.417], [0.157, -0.760, -0.164], [-0.347, -0.189, 0.202], [-0.103, 0.347, -0.642], [-0.258, 0.092, 0.086], [0.294, -0.497, 0.520], [0.146, -0.204, -0.289], [0.132, 0.213, -0.156], [-0.396, -0.004, 0.634], [-0.047, 0.474, -0.197], [0.048, -0.113, 0.162], [0.277, 0.233, 0.136], [0.471, 0.328, -0.573], [-0.236, 0.290, 0.578], [-0.138, -0.182, -0.230], [-0.212, -0.194, 0.313], [0.346, 0.513, -0.184], [-0.347, -0.195, -0.336], [0.392, 0.280, 0.102], [-0.224, -0.368, 0.024], [-0.212, 0.188, -0.109], [-0.027, 0.823, -0.242], [0.111, -0.347, 0.058], [-0.144, -0.195, -0.100], [-0.022, -0.271, -0.066], [0.088, 0.292, 0.582], [-0.186, -0.143, -0.374], [-0.412, 0.280, -0.421], [0.191, -0.237, 0.146], [-0.095, 0.190, 0.366], [0.268, 0.428, -0.320], [-0.314, 0.251, 0.041], [0.126, -0.722, 0.066], [-0.218, -0.536, 0.220], [0.059, 0.590, -0.007], [0.235, -0.044, -0.085], [-0.466, -0.811, 0.142], [0.374, 0.533, 0.521], [0.088, 0.139, -0.756], [-0.027, -0.618, 0.025], [0.094, 0.877, -0.391], [0.162, -0.230, -0.087], [0.012, -0.010, 0.286], [0.000, -0.167, 0.344], [0.123, -0.342, -0.682], [0.111, 0.086, 0.531], [0.081, -0.419, -0.045], [-0.093, -0.208, -0.719], [0.259, 0.714, 0.872], [0.216, -0.402, -0.509], [-0.510, -0.074, -0.233], [-0.392, 0.157, 0.131], [0.374, 0.039, 0.247], [0.099, -0.198, -0.285], [0.193, -0.468, -0.103], [-0.366, 0.010, -0.276], [0.013, -0.293, 0.314], [-0.255, 1.033, -0.018], [-0.043, -0.842, -0.094], [0.142, 0.290, 0.223], [-0.173, 0.217, -0.257], [0.358, -0.398, 0.043], [-0.159, 0.057, 0.147], [-0.325, 0.269, 0.046], [-0.013, -0.305, 0.252], [0.451, 0.190, -0.207], [-0.433, -0.218, 0.021], [-0.223, -0.290, -0.053], [0.683, -0.248, 0.210]], "gap_ev": 8.6, "de_lowest_kj_mol": 224.0}

***

Entry 3:
{"formula": "H58O30Pt", "method": "ωB97M-V/def2-TZVPD", "elements": ["Pt", "O", "H", "O", "H", "O", "H", "H", "O", "H", "H", "O", "H", "H", "O", "H", "H", "O", "H", "H", "O", "H", "H", "O", "H", "H", "O", "H", "H", "O", "H", "H", "O", "H", "H", "O", "H", "H", "O", "H", "H", "O", "H", "H", "O", "H", "H", "O", "H", "H", "O", "H", "H", "O", "H", "H", "O", "H", "H", "O", "H", "H", "O", "H", "H", "O", "H", "H", "O", "H", "H", "O", "H", "H", "O", "H", "H", "O", "H", "H", "O", "H", "H", "O", "H", "H", "O", "H", "H"], "xyz": [[8.145, 10.850, 10.060], [9.861, 9.907, 9.316], [10.675, 10.178, 9.767], [7.629, 11.746, 8.210], [8.296, 12.418, 7.928], [6.666, 9.112, 9.477], [7.099, 8.256, 9.295], [6.281, 9.433, 8.629], [5.671, 10.769, 7.200], [6.369, 11.351, 7.594], [4.813, 11.208, 7.225], [14.100, 9.717, 8.163], [14.183, 8.747, 8.145], [13.400, 9.852, 7.508], [12.536, 9.514, 14.691], [13.335, 9.478, 15.244], [11.781, 9.006, 15.071], [10.268, 7.163, 15.083], [10.298, 6.209, 15.243], [10.131, 7.270, 14.124], [10.657, 12.832, 8.320], [10.417, 12.943, 7.393], [10.459, 11.884, 8.465], [6.115, 12.403, 10.758], [6.502, 13.217, 11.185], [6.447, 12.517, 9.830], [11.093, 8.398, 12.052], [10.866, 9.279, 12.329], [10.672, 8.227, 11.174], [13.223, 13.489, 9.334], [12.489, 13.401, 8.685], [14.076, 13.531, 8.841], [7.793, 7.224, 7.612], [8.187, 7.999, 7.210], [7.009, 6.960, 7.121], [14.232, 8.229, 12.739], [13.367, 8.618, 12.846], [14.696, 8.729, 12.065], [11.709, 11.381, 12.730], [11.815, 10.674, 13.420], [12.387, 11.142, 12.080], [13.623, 11.629, 6.069], [14.373, 11.570, 5.458], [12.840, 11.379, 5.516], [11.693, 15.671, 10.138], [12.556, 15.183, 10.041], [11.819, 16.273, 10.882], [9.293, 14.672, 9.476], [9.863, 14.114, 8.902], [9.926, 15.326, 9.832], [7.920, 7.426, 13.060], [7.133, 7.456, 12.486], [8.445, 6.764, 12.586], [9.118, 12.638, 11.384], [9.961, 12.632, 11.882], [9.145, 13.376, 10.766], [13.005, 5.894, 11.149], [13.612, 6.548, 11.558], [12.149, 6.280, 11.247], [11.643, 8.110, 7.428], [12.352, 7.441, 7.417], [11.589, 8.411, 8.344], [13.856, 6.279, 8.539], [14.007, 5.522, 8.002], [13.850, 6.039, 9.487], [9.823, 7.442, 9.686], [9.420, 7.064, 8.886], [9.756, 8.458, 9.554], [8.976, 9.521, 6.820], [8.109, 9.957, 6.725], [9.320, 9.727, 7.714], [12.446, 10.607, 10.279], [12.723, 11.513, 10.127], [13.136, 10.189, 9.671], [7.141, 14.647, 7.435], [6.998, 13.684, 7.470], [7.779, 14.816, 8.158], [9.473, 5.393, 11.510], [9.801, 6.136, 10.958], [10.221, 4.992, 11.963], [9.464, 13.169, 5.862], [9.408, 12.990, 4.904], [8.895, 13.924, 6.089], [8.815, 10.025, 12.214], [8.379, 10.651, 12.801], [8.638, 9.113, 12.589], [10.806, 10.347, 4.735], [10.381, 9.945, 3.983], [10.560, 9.839, 5.547]], "atomic_forces_ev_per_a": [[-0.156, -0.027, 1.208], [0.505, 0.170, -0.344], [0.177, 0.163, 0.116], [1.137, 1.658, 0.232], [-0.682, -1.099, 0.325], [0.057, 0.214, -0.098], [-0.046, 0.318, -0.361], [-0.001, -0.180, 0.259], [-0.865, -0.789, -0.276], [0.034, 0.197, -0.139], [0.229, -0.074, 0.054], [-0.171, -0.704, 0.177], [0.185, 0.166, 0.221], [0.160, 0.359, -0.133], [-0.652, -0.172, 0.107], [-0.786, -0.267, -0.121], [1.142, 0.123, 0.061], [0.134, 0.009, -0.359], [-0.011, 0.357, -0.117], [0.083, -0.120, 0.422], [0.355, -0.918, -0.103], [0.050, 0.049, -0.956], [0.106, 0.209, 0.324], [1.220, 1.294, -0.478], [-0.563, -1.263, -0.355], [-0.642, -0.061, 0.506], [0.071, -1.432, -0.634], [-0.337, 0.804, -0.291], [0.403, 0.382, 1.045], [0.684, 0.117, -0.510], [0.477, -0.153, 0.228], [-1.148, -0.195, 0.317], [-0.591, -1.179, 0.888], [0.461, 0.850, -0.775], [0.187, 0.110, -0.118], [0.756, -0.689, -0.180], [-0.610, 0.300, 0.033], [-0.106, 0.211, -0.057], [-0.009, -0.716, 0.901], [0.128, 1.151, -0.423], [-0.295, -0.053, -0.092], [-0.802, -0.227, -0.875], [-0.265, -0.036, 0.262], [0.721, 0.251, 0.497], [1.199, 0.074, 0.327], [-1.114, 0.189, 0.004], [0.035, -0.070, -0.141], [-0.377, 0.418, 0.087], [-0.175, -0.047, 0.508], [-0.157, -0.310, -0.207], [-0.478, 0.264, -0.720], [0.153, 0.152, 0.465], [0.401, -0.431, -0.001], [0.114, -0.512, 0.596], [-0.244, -0.381, -0.389], [0.237, 0.857, -0.478], [1.629, -0.158, 0.109], [-0.503, -0.243, 0.219], [-0.917, 0.634, 0.017], [0.492, 0.024, -0.395], [-0.422, 0.219, 0.343], [-0.101, -0.282, -0.040], [0.023, 1.497, 0.393], [0.254, -1.071, -0.310], [-0.482, -0.271, -0.406], [-0.260, 0.012, 0.072], [0.157, -0.065, 0.225], [0.047, -0.489, -0.115], [-0.585, -0.340, -0.508], [0.620, 0.299, 0.224], [0.035, 0.226, 0.089], [1.484, -0.740, -1.088], [-0.225, 1.003, -0.021], [-0.915, -0.040, 0.548], [0.499, -0.392, 0.046], [-0.151, 0.414, 0.099], [-0.257, 0.028, -0.110], [-0.123, 0.349, 0.251], [-0.106, -0.257, -0.107], [0.070, 0.052, -0.129], [-0.040, 0.163, -0.167], [0.006, 0.143, 0.800], [-0.138, -0.114, -0.437], [-0.351, -0.787, 0.268], [0.011, 0.042, 0.121], [-0.171, 0.686, -0.446], [0.552, 0.206, 1.007], [-0.228, -0.390, -0.060], [-0.224, 0.329, -0.931]], "gap_ev": [8.2, 9.2], "spin_multiplicity": 3, "de_lowest_kj_mol": 22.7}

***

Entry 4:
{"formula": "H5N3OS", "method": "ωB97M-V/def2-TZVPD", "elements": ["N", "N", "N", "O", "S", "H", "H", "H", "H", "H"], "xyz": [[-2.022, 0.275, 0.348], [0.773, 0.409, 0.887], [0.398, 0.099, -1.532], [0.881, -1.929, 0.328], [0.099, -0.752, -0.017], [-2.125, 0.422, 1.306], [0.287, 1.309, 0.853], [0.970, 0.020, 1.815], [1.221, -0.247, -2.020], [-0.482, 0.393, -1.967]], "atomic_forces_ev_per_a": [[0.197, -0.320, -3.587], [1.178, 0.777, 1.495], [-0.350, -1.125, 1.880], [0.306, 0.009, -0.873], [-1.706, 1.197, -1.104], [0.129, -0.056, 2.897], [0.242, -0.574, 0.125], [-0.164, 0.577, -0.309], [-0.587, 0.196, -0.327], [0.756, -0.681, -0.196]], "gap_ev": [8.1, 8.0], "de_lowest_kj_mol": 354.5}